1.
ORCA calculation (ωB97M-V/def2-TZVPD) on a cluster of 5 separate species, C6H22O8 in total at a distorted geometry.

CARTESIAN COORDINATES (ANGSTROEM)
O  -0.1111  0.7082  0.6761
H  -0.9960  1.0693  0.7301
H  0.4479  1.4670  0.5087
O  -2.3841  2.3810  1.3478
H  -2.6431  2.2663  2.2622
H  -3.0755  1.9487  0.8465
C  0.6209  4.1288  -1.7674
C  1.2348  5.5112  -1.3197
O  0.4346  6.5758  -1.7387
O  0.3525  4.1478  -3.1526
H  -0.2562  3.8027  -1.2084
H  1.3251  3.3110  -1.6143
H  2.1877  5.6929  -1.8168
H  1.3126  5.5619  -0.2337
H  0.3348  6.7359  -2.6800
H  1.1196  4.5393  -3.5766
C  1.3679  -2.3840  2.1675
C  1.8346  -3.8322  1.8169
O  2.9355  -3.8282  0.9269
O  0.2646  -2.4739  3.1059
H  1.0119  -1.9849  1.2178
H  2.1984  -1.7474  2.4728
H  0.9748  -4.3659  1.4120
H  2.1190  -4.4865  2.6410
H  3.1968  -4.7380  0.7670
H  0.4458  -3.0036  3.8857
C  -1.1683  -2.8712  -0.2473
C  -2.3264  -2.0489  -0.7637
O  -2.4938  -2.3086  -2.1969
O  -1.3405  -4.2114  -0.2850
H  -0.9153  -2.5396  0.7597
H  -0.2564  -2.5693  -0.7624
H  -2.3326  -0.9697  -0.6112
H  -3.2586  -2.4421  -0.3582
H  -1.6041  -2.4379  -2.5334
H  -0.5579  -4.6045  -0.6783

Calculated values
multiplicity: 2
gap between HOMO and LUMO (spin up / spin down): 0.2860 / 0.0495 Ha
total energy: -22945.7631 eV
total charge: +1
strongest force on any atom: 0.06810 Eh/bohr
LUMO energy (spin up / spin down): -3.96 / -10.38 eV
expectation value of S²: 0.756
E_HOMO (spin up / spin down): -11.74 / -11.73 eV



2.
ORCA calculation (ωB97M-V/def2-TZVPD) on a structure of composition C6H23BMgNO2PS at a distorted geometry.

CARTESIAN COORDINATES (ANGSTROEM)
Mg  0.4122  -0.3753  0.3909
H  -4.3670  -1.9173  -2.3261
H  -0.1894  1.1281  1.6425
P  0.5736  0.5204  -2.0215
C  0.2990  -0.9647  -3.0637
H  0.4417  -0.7298  -4.1318
H  1.0162  -1.7385  -2.7608
H  -0.7168  -1.3518  -2.8984
C  -0.7093  1.6395  -2.6938
H  -0.5009  2.6745  -2.3867
H  -0.7053  1.5918  -3.7940
H  -1.6976  1.3326  -2.3254
C  2.0597  1.1899  -2.8388
H  2.9331  0.5852  -2.5621
H  1.9454  1.1612  -3.9342
H  2.2328  2.2248  -2.5155
C  2.3048  1.0263  0.2853
O  3.1557  1.8030  0.3880
H  -0.8525  2.7120  1.7758
H  -0.0517  2.3705  0.3527
H  -2.2812  2.2501  -0.5105
H  -2.6999  0.8020  1.0223
B  -2.0111  1.5523  0.4059
N  -0.6865  1.9755  1.0697
H  -3.9489  -1.5026  -1.8921
H  0.5382  -1.9739  -0.2528
C  -0.5135  -1.4063  4.5414
S  0.9060  -0.9235  3.5602
C  1.2701  -2.5203  2.8324
O  0.1724  -0.1765  2.3441
H  -0.1940  -2.1335  5.3002
H  -1.2894  -1.8229  3.8834
H  -0.8917  -0.5027  5.0406
H  0.3867  -2.8852  2.2869
H  2.1128  -2.4113  2.1336
H  1.5464  -3.2033  3.6522

Calculated values
multiplicity: 2
gap between HOMO and LUMO (spin up / spin down): 0.1880 / 0.2993 Ha
total energy: -38415.8821 eV
total charge: +1
strongest force on any atom: 0.08923 Eh/bohr
LUMO energy (spin up / spin down): -3.51 / -3.51 eV
expectation value of S²: 0.752
E_HOMO (spin up / spin down): -8.63 / -11.65 eV



3.
ORCA calculation (ωB97M-V/def2-TZVPD) on a cluster of 5 separate species, C6H23N5O5 in total at a distorted geometry.

CARTESIAN COORDINATES (ANGSTROEM)
C  11.8330  9.3721  7.6754
O  11.1888  8.9392  8.6429
N  12.9021  8.9648  7.2518
N  11.3989  10.3200  6.9000
H  13.1654  8.3151  7.9789
H  13.4678  9.5206  6.6263
H  11.9974  10.7608  6.2162
H  10.4187  10.5631  6.8863
C  15.8733  13.2294  5.4765
O  15.8695  12.4055  4.5952
N  16.6486  13.1232  6.5048
N  15.1881  14.3006  5.5106
H  17.1009  12.2344  6.6648
H  16.4976  13.7525  7.2802
H  15.2952  15.0252  6.2060
H  14.4324  14.2052  4.8473
C  5.5912  12.4875  9.4489
C  7.0661  12.5737  9.7380
C  7.8309  13.4060  8.6873
O  7.4856  12.9737  7.3879
C  8.2639  13.7310  6.3866
N  7.1765  13.1237  11.1315
H  5.2632  12.0836  8.4912
H  5.2178  13.5030  9.3166
H  5.1406  11.8928  10.2435
H  7.5008  11.5765  9.6684
H  8.8815  13.2376  8.9237
H  7.5722  14.4622  8.7624
H  9.3174  13.7487  6.6658
H  8.0887  14.7957  6.2323
H  8.2779  13.2700  5.3989
H  6.9907  12.3564  11.7615
H  8.1376  13.4095  11.2528
O  12.3288  11.8502  3.1890
H  11.9124  12.0230  2.3446
H  13.2646  11.8112  2.9916
O  10.6167  13.6026  -0.0593
H  10.2812  13.9044  -0.9034
H  11.3858  14.1490  0.1025

Calculated values
multiplicity: 1
structure (SMILES): COC[C@H](C)N.NC(N)=O.NC(N)=O.O.O
gap between HOMO and LUMO: 0.3505 Ha
total energy: -24281.8881 eV
strongest force on any atom: 0.18596 Eh/bohr
LUMO energy: 0.17 eV
E_HOMO: -9.37 eV



4.
ORCA calculation (ωB97M-V/def2-TZVPD) on a cluster of 6 separate species, C6H23NO5 in total at a distorted geometry.

CARTESIAN COORDINATES (ANGSTROEM)
C  -0.4982  -1.4072  -0.0926
C  -0.3737  -0.1627  -0.9879
C  0.6044  -0.3149  -2.2205
C  1.2149  -1.6990  -2.3546
C  2.3950  -1.9621  -1.8397
C  0.2910  -2.7069  -2.7819
N  -1.7006  0.3876  -1.4575
H  -1.1170  -2.2734  -0.4192
H  0.4682  -1.7509  0.2105
H  -0.8515  -0.9998  0.9042
H  -0.0155  0.8367  -0.4076
H  0.1168  0.0676  -3.1787
H  1.3600  0.5794  -1.8821
H  3.1551  -1.2775  -1.5487
H  2.6687  -2.9905  -1.5149
H  0.2028  -2.7707  -3.9280
H  -0.7133  -2.8746  -2.2395
H  0.8596  -3.6491  -2.5358
H  -2.2784  0.4164  -0.7483
H  -2.0618  -0.1950  -2.3317
H  1.8226  2.5488  3.1003
H  3.0695  1.7831  2.6090
O  2.1501  2.0231  2.3651
H  -2.7711  -0.6791  2.0557
H  -1.6382  0.4362  2.2473
O  -2.1664  -0.2806  2.6364
H  -1.7481  3.3829  -1.0029
H  -0.8278  3.7954  0.2127
O  -1.1066  3.9931  -0.6940
H  -1.2701  2.3547  3.0390
H  -0.1455  2.4985  2.1382
O  -0.8525  2.9592  2.3453
H  -0.1335  -0.2453  3.2937
H  1.2580  0.0306  3.2207
O  0.6331  0.1460  3.7878

Calculated values
multiplicity: 1
structure (SMILES): C=C(C)C[C@H](C)N.O.O.O.O.O
gap between HOMO and LUMO: 0.3557 Ha
total energy: -18319.0750 eV
strongest force on any atom: 0.17037 Eh/bohr
LUMO energy: 0.21 eV
E_HOMO: -9.47 eV



5.
ORCA calculation (ωB97M-V/def2-TZVPD) on a cluster of 5 separate species, C6H23NO5 in total at a distorted geometry.

CARTESIAN COORDINATES (ANGSTROEM)
C  -2.4543  0.7064  -0.0908
C  -1.0569  0.0580  0.0161
C  -0.4681  0.3830  1.3929
C  0.6083  -0.6073  1.8557
C  1.1530  -0.2105  3.2261
N  -0.1195  0.5642  -1.0102
C  -0.3110  0.0535  -2.3496
O  -1.3307  0.7219  -3.0920
H  -2.9990  0.3805  -0.9786
H  -2.3747  1.7901  -0.0916
H  -3.0676  0.3943  0.7603
H  -1.1825  -1.0191  -0.0985
H  -0.0307  1.3861  1.3655
H  -1.2641  0.4238  2.1446
H  1.4168  -0.6686  1.1325
H  0.1927  -1.6120  1.9432
H  0.3653  -0.1943  3.9825
H  1.9266  -0.9072  3.5605
H  1.5986  0.7887  3.2053
H  -0.1117  1.5834  -0.9824
H  -0.5281  -1.0157  -2.3136
H  0.5698  0.2387  -2.9641
H  -2.1969  0.5654  -2.7085
H  -1.1677  -4.5291  0.5045
H  -1.5438  -3.2825  1.3034
O  -1.1949  -3.5698  0.4545
H  1.0796  -1.7070  -0.7376
H  0.3350  -2.9838  -0.2853
O  1.1882  -2.6493  -0.6098
H  1.9817  0.8132  -0.4547
H  2.8163  1.0116  0.8444
O  2.6650  1.3940  -0.0414
H  1.6199  2.8965  -0.0494
H  0.9650  4.1422  0.6221
O  0.8460  3.5085  -0.0887

Calculated values
multiplicity: 1
structure (SMILES): CCC[C@@H](C)NCO.O.O.O.O
gap between HOMO and LUMO: 0.3530 Ha
total energy: -18323.1068 eV
strongest force on any atom: 0.02310 Eh/bohr
LUMO energy: 0.21 eV
E_HOMO: -9.40 eV



6.
ORCA calculation (ωB97M-V/def2-TZVPD) on a structure of composition C6H24AgO10P at a distorted geometry.

CARTESIAN COORDINATES (ANGSTROEM)
Ag  -0.1386  -0.3568  -0.8572
P  2.2861  0.0360  -2.1703
O  1.6886  0.8021  -0.9316
O  2.6001  0.9561  -3.3456
O  1.0012  -0.7743  -2.5867
O  3.3237  -1.0427  -1.8789
C  0.1746  -2.4700  1.9242
O  0.9046  -1.8313  0.8846
H  0.6651  -2.4308  2.9033
H  -0.7338  -1.8737  2.0219
H  -0.0188  -3.5120  1.6606
H  1.5795  -2.4464  0.5708
C  -2.8928  1.6135  -1.9125
O  -2.0502  0.4566  -2.0449
H  -3.8826  1.2285  -1.6116
H  -2.6100  2.2167  -1.0532
H  -3.0249  2.0554  -2.8964
H  -1.8683  0.3352  -2.9804
C  -2.2043  0.8130  1.6364
O  -0.8804  0.6775  1.1670
H  -2.8570  0.6488  0.7748
H  -2.4134  0.0004  2.3431
H  -2.5185  1.7780  2.0427
H  -0.2548  0.9853  1.8389
C  -0.9510  -3.5896  -1.3435
O  -1.3971  -2.2411  -1.3076
H  -1.2657  -4.1992  -0.4863
H  -1.3052  -4.1864  -2.1917
H  0.1352  -3.4994  -1.3674
H  -2.3252  -2.2889  -1.0484
C  0.3990  3.6203  0.6783
O  -0.0236  3.1074  -0.5674
H  -0.1648  3.1521  1.4903
H  1.4723  3.4897  0.8440
H  0.3102  4.7110  0.7489
H  0.6467  2.4264  -0.7829
C  3.3344  0.0830  1.8728
O  2.3325  1.0254  1.5730
H  4.2395  0.5569  2.2647
H  2.8767  -0.6306  2.5606
H  3.6928  -0.4486  0.9841
H  2.1181  1.0465  0.5797

Calculated values
multiplicity: 2
gap between HOMO and LUMO (spin up / spin down): 0.2195 / 0.2135 Ha
total energy: -40374.0761 eV
total charge: -1
strongest force on any atom: 0.07140 Eh/bohr
LUMO energy (spin up / spin down): 2.27 / 2.26 eV
expectation value of S²: 0.759
E_HOMO (spin up / spin down): -3.71 / -3.55 eV